# 1
120
Properties=species:S:1:pos:R:3:forces:R:3 method="wB97M-V/def2-TZVPD" homo_lumo_gap_ev=8.23 smiles="CC[C@@H](I)[PH3]C[C@H](C)I.CNC(C)=O.CNC(C)=O.CNC(C)=O.CNC(C)=O.CNC(C)=O.CNC(C)=O.CNC(C)=O.CNC(C)=O" homo_ev=-7.9
C 4.267266 2.059686 4.285432 -0.049 -0.308 0.223
C 3.654330 0.712622 4.733038 0.047 0.027 -0.425
C 2.657469 0.217433 3.679538 0.314 0.134 0.184
I 2.446945 -1.921470 3.723243 -0.008 0.030 -0.080
P 0.912805 1.085343 3.806156 -0.074 0.204 -0.098
C -0.748513 1.984630 3.945826 0.167 -0.081 0.507
C -0.698636 3.498467 4.143925 -0.046 0.022 -0.589
C 0.233393 4.272592 3.197093 -0.039 -0.082 0.158
I -0.206966 3.987098 6.199881 -0.029 -0.085 0.013
H 4.503433 2.682999 5.147998 0.017 0.064 -0.044
H 3.593905 2.611798 3.628897 -0.013 0.075 0.042
H 5.190867 1.873383 3.736015 -0.075 0.077 -0.098
H 3.171648 0.820071 5.709990 -0.051 -0.042 -0.012
H 4.462573 -0.012238 4.838928 -0.058 0.016 0.182
H 3.066669 0.424230 2.689454 -0.040 -0.173 -0.007
H 1.463713 1.926523 4.818657 0.013 -0.012 0.004
H 0.297940 -0.140428 4.165231 -0.025 -0.015 -0.049
H 1.040659 1.432641 2.426613 -0.005 -0.093 0.057
H -1.372278 1.736199 3.077727 0.107 0.095 -0.082
H -1.261761 1.539369 4.804665 -0.063 0.033 -0.173
H -1.706877 3.893132 4.022818 0.067 0.082 0.319
H 1.116504 3.701680 2.914363 0.042 -0.033 0.074
H -0.303491 4.521029 2.278887 0.012 -0.038 -0.020
H 0.586844 5.194864 3.655313 -0.124 0.059 -0.130
C -4.435105 0.823519 8.874196 0.149 -0.072 -0.034
N -3.714642 0.627074 7.634408 0.049 -0.066 -0.018
C -4.018148 1.102291 6.406176 0.072 -0.022 0.056
C -5.263540 1.948917 6.268453 0.014 0.002 -0.046
O -3.302461 0.853759 5.444924 -0.119 0.024 -0.076
H -3.799070 1.319767 9.608970 -0.036 0.014 0.019
H -4.752019 -0.135580 9.287050 -0.035 0.024 0.023
H -5.315649 1.436638 8.711771 -0.013 0.008 -0.007
H -2.869736 0.070335 7.663640 0.059 -0.007 0.092
H -5.358941 2.246284 5.228744 0.035 -0.022 -0.012
H -6.151274 1.386645 6.560084 -0.017 0.038 0.039
H -5.195598 2.843335 6.888743 -0.042 -0.011 0.027
C 0.850865 -0.591066 -1.507140 -0.041 0.200 0.220
N 1.649231 0.065196 -0.488903 0.034 0.009 -0.121
C 2.996256 0.043389 -0.338155 0.001 -0.056 0.064
C 3.800860 -0.734789 -1.344488 0.025 -0.071 0.064
O 3.518007 0.639839 0.597858 0.014 0.062 -0.024
H 0.271855 0.145738 -2.067851 0.001 -0.049 -0.061
H 0.156938 -1.290888 -1.042518 -0.025 -0.061 -0.086
H 1.472641 -1.145243 -2.198862 0.004 -0.048 0.006
H 1.172919 0.600737 0.219847 -0.013 -0.006 0.007
H 4.850109 -0.649301 -1.088100 0.010 0.064 0.022
H 3.504729 -1.785346 -1.338721 -0.034 0.017 -0.062
H 3.659525 -0.328358 -2.345362 -0.002 -0.037 -0.029
C -1.975227 -5.142971 -0.945374 0.236 0.149 0.112
N -1.021922 -4.214734 -1.530033 -0.070 -0.046 -0.064
C -0.644355 -4.109491 -2.828528 0.028 -0.016 0.006
C -1.267755 -5.078790 -3.805328 0.031 0.041 -0.044
O 0.169420 -3.265965 -3.180418 -0.031 -0.034 0.015
H -2.791945 -4.604055 -0.469948 -0.076 -0.069 -0.005
H -1.486756 -5.761826 -0.190976 -0.029 -0.048 -0.018
H -2.401450 -5.788372 -1.703232 -0.056 0.011 -0.008
H -0.562688 -3.558562 -0.919270 0.034 -0.012 0.032
H -0.864300 -4.879908 -4.792693 0.031 0.033 0.006
H -1.035359 -6.107675 -3.529741 -0.056 -0.016 0.011
H -2.351686 -4.962466 -3.831948 -0.010 -0.054 0.014
C 0.637283 0.896414 -6.570198 -0.072 0.146 -0.192
N -0.453345 0.249444 -7.270951 -0.025 -0.035 0.037
C -0.942803 -1.006065 -7.107899 -0.004 0.010 -0.018
C -0.290459 -1.869519 -6.055729 -0.061 0.046 -0.096
O -1.876152 -1.403624 -7.791202 0.004 -0.016 0.009
H 0.278179 1.796486 -6.068145 0.062 0.000 0.053
H 1.411401 1.190789 -7.280158 0.053 0.017 0.060
H 1.078004 0.240881 -5.826153 -0.058 -0.082 -0.017
H -0.922533 0.780470 -7.988363 0.056 0.037 -0.037
H -0.787365 -2.832525 -6.044186 -0.041 -0.010 -0.029
H 0.766910 -2.020401 -6.274521 0.023 0.014 0.075
H -0.378606 -1.422200 -5.066954 0.080 -0.030 0.042
C -6.515686 -2.177256 -1.236914 0.172 -0.041 0.068
N -5.712675 -3.377947 -1.111517 -0.060 -0.007 -0.028
C -6.030707 -4.647368 -1.479980 -0.035 -0.034 -0.036
C -7.390575 -4.866944 -2.101261 0.010 -0.039 -0.004
O -5.244749 -5.566121 -1.314252 0.025 0.051 0.007
H -6.007970 -1.440504 -1.861318 -0.048 0.016 -0.021
H -6.697515 -1.733981 -0.256626 -0.050 0.016 -0.016
H -7.472715 -2.409255 -1.691157 -0.014 -0.003 -0.008
H -4.797185 -3.291678 -0.701421 0.023 0.014 0.015
H -7.487743 -5.921809 -2.336626 0.036 -0.012 0.014
H -8.184967 -4.582110 -1.410650 -0.021 0.034 -0.033
H -7.498372 -4.286642 -3.018207 -0.042 0.024 0.017
C 2.682260 -0.835070 9.614990 -0.140 0.030 0.126
N 1.232538 -0.835472 9.609799 0.048 -0.019 -0.049
C 0.397364 -1.039508 8.557899 -0.022 0.004 -0.007
C 1.032024 -1.304377 7.215694 -0.074 0.038 0.071
O -0.814256 -1.006177 8.715725 -0.155 0.071 -0.040
H 3.063915 -1.605936 10.286640 0.042 -0.009 -0.034
H 3.063726 0.132240 9.946418 0.043 -0.004 -0.035
H 3.063258 -1.030070 8.618293 0.008 -0.002 -0.013
H 0.752883 -0.664034 10.478837 -0.008 0.008 0.018
H 0.255384 -1.448121 6.471814 -0.068 0.009 0.046
H 1.653022 -0.458232 6.918909 0.058 -0.049 -0.049
H 1.655185 -2.197844 7.249785 0.061 0.028 -0.054
C 8.067977 4.240370 -0.719678 0.056 -0.133 -0.139
N 7.495570 3.109575 -1.420586 -0.005 0.062 0.053
C 6.253783 2.569511 -1.277202 0.011 -0.071 -0.005
C 5.331040 3.209812 -0.268670 -0.029 0.043 -0.084
O 5.922633 1.604901 -1.947675 -0.038 0.060 -0.008
H 8.345297 5.028693 -1.422117 -0.012 0.042 0.040
H 8.961151 3.939993 -0.168598 -0.011 0.040 0.043
H 7.351657 4.647024 -0.014114 -0.009 0.007 0.012
H 8.062225 2.637916 -2.106918 0.009 -0.013 -0.011
H 4.394386 2.665730 -0.265158 0.001 -0.074 0.009
H 5.758802 3.161367 0.733431 -0.004 0.050 0.010
H 5.147337 4.254443 -0.527359 0.040 0.016 0.063
C -2.511425 1.531813 -12.096491 -0.049 0.087 0.158
N -1.734117 2.180053 -11.058728 0.027 -0.011 -0.065
C -0.384697 2.199062 -10.903920 -0.018 -0.063 0.022
C 0.443752 1.470078 -11.935531 0.036 0.026 0.013
O 0.126250 2.777960 -9.958277 0.002 -0.031 0.086
H -3.103973 2.265250 -12.645974 0.009 -0.027 -0.047
H -3.187080 0.793616 -11.662216 0.013 -0.036 -0.040
H -1.856772 1.025457 -12.797382 0.010 -0.008 -0.010
H -2.228899 2.683694 -10.340063 -0.019 0.005 0.014
H 1.489625 1.578160 -11.666805 -0.005 0.023 0.032
H 0.189723 0.409857 -11.957722 -0.013 0.001 -0.043
H 0.286625 1.890001 -12.929625 -0.017 -0.048 -0.021

=====

# 2
120
Properties=species:S:1:pos:R:3:forces:R:3 method="wB97M-V/def2-TZVPD" homo_lumo_gap_ev="8.68 / 4.10" multiplicity=3 homo_ev="-14.9 / -14.9" s_squared=2.028 charge=+3
O 2.376661 -40.012736 -15.754587 -0.180 -0.277 0.107
V 1.027681 -39.532321 -16.279294 -0.178 -0.239 0.343
C 3.849320 -46.153831 -18.385657 0.301 -0.725 0.145
C 3.765188 -45.011974 -17.344222 -0.393 -0.123 -4.776
N 4.920866 -44.768147 -16.536750 -3.838 -0.334 3.054
C 5.116034 -45.937192 -15.699871 3.235 -1.382 0.826
C 6.257362 -45.854478 -14.680461 0.228 0.484 -0.323
C 4.655532 -43.501009 -15.799450 1.888 2.101 -0.649
C 4.844020 -42.248400 -16.698055 0.142 0.656 -0.763
H 3.005790 -46.183354 -19.075351 -0.412 0.424 0.435
H 3.873082 -47.143443 -17.929363 0.145 0.019 -0.023
H 4.678204 -46.061123 -19.087407 0.378 0.131 0.414
H 3.622268 -44.151059 -17.997290 -0.051 0.507 0.384
H 2.812580 -45.124121 -16.826479 0.428 0.003 0.893
H 5.378946 -46.811406 -16.295462 -0.562 0.155 -0.500
H 4.214788 -46.173639 -15.134234 -0.592 0.319 -0.352
H 6.012534 -45.088509 -13.944635 0.487 -0.280 0.258
H 7.213151 -45.666834 -15.169707 -0.081 0.621 -0.150
H 6.494483 -46.817807 -14.228943 -0.784 -0.021 0.269
H 3.633796 -43.498486 -15.419789 -0.063 -0.444 0.016
H 5.362454 -43.357568 -14.982261 -0.139 -0.566 -0.020
H 5.645575 -42.375044 -17.425782 0.107 -0.351 0.040
H 3.994759 -41.856624 -17.257842 -0.499 -0.767 0.040
H 5.126600 -41.333540 -16.177218 0.126 -0.438 0.792
C 1.830780 -39.319091 -19.466741 1.150 0.965 -3.584
O 1.736627 -39.657688 -18.326534 -0.200 -0.896 2.859
N 2.982866 -39.176692 -20.179097 0.984 -1.244 1.484
C 3.055478 -38.764867 -21.553512 0.146 0.757 -0.964
C 4.354829 -39.355625 -19.583072 -1.129 0.376 1.277
H 0.948937 -39.102981 -20.089523 -0.020 0.059 -0.026
H 2.255476 -39.107222 -22.209946 -0.271 0.065 0.406
H 3.974864 -39.116552 -22.021624 -0.022 -0.335 0.263
H 3.156479 -37.680258 -21.592333 -0.307 0.158 -0.205
H 4.829939 -38.378895 -19.491576 0.173 0.032 -0.557
H 4.284231 -39.658813 -18.538465 -0.489 -0.173 -0.006
H 5.003372 -40.089321 -20.061815 -0.395 0.209 -0.570
C -0.064632 -40.557728 -13.395496 1.232 0.860 -1.359
O -0.147219 -40.045890 -14.568449 -0.311 -1.586 1.615
N -0.409559 -41.781481 -13.004678 -0.483 0.831 -2.265
C -0.973435 -42.763491 -13.944192 -0.639 -0.250 0.570
C -0.340567 -42.225246 -11.650004 0.447 -0.277 0.948
H 0.458917 -39.999706 -12.603844 -0.376 0.101 -0.187
H -1.873005 -43.191384 -13.501712 -0.280 0.306 0.115
H -0.348125 -43.653328 -14.016833 0.524 0.285 -0.279
H -1.254700 -42.344520 -14.910342 0.498 0.165 0.176
H 0.404659 -43.017789 -11.582102 -0.300 -0.395 0.043
H 0.020506 -41.484112 -10.936949 -0.214 0.391 -0.373
H -1.335501 -42.553221 -11.348926 0.183 -0.195 0.205
C 3.939770 -39.696158 -12.412918 0.299 0.383 0.225
O 2.927737 -40.071262 -12.980502 -0.086 -0.302 0.358
N 4.095796 -39.505183 -11.086581 -0.926 0.546 1.331
C 2.938176 -39.770835 -10.166325 0.697 -0.195 0.283
C 5.306727 -38.925721 -10.432934 -0.928 -0.044 0.089
H 4.846743 -39.449608 -12.986323 0.162 -0.007 0.060
H 2.818550 -39.063046 -9.346067 0.581 0.612 -0.314
H 3.134506 -40.695659 -9.623865 -0.149 -0.328 -0.278
H 1.948955 -39.800025 -10.623145 0.472 -0.172 -0.581
H 5.546379 -39.472316 -9.520851 0.331 -0.711 -0.454
H 6.138307 -38.830345 -11.131134 -0.096 -0.287 0.128
H 5.109995 -37.952180 -9.983921 -0.354 0.386 -0.586
C -2.098551 -40.444389 -17.576854 -0.289 0.438 1.512
O -0.975726 -40.166089 -17.177276 0.889 -0.215 0.028
N -2.683482 -39.891508 -18.599520 -0.401 0.649 -2.330
C -2.080102 -38.832823 -19.429120 0.521 0.767 0.878
C -3.953183 -40.317318 -19.137201 -1.184 0.389 -1.020
H -2.821910 -41.028871 -16.987518 0.376 -0.548 -0.043
H -1.119078 -38.530904 -19.012729 -0.055 -0.296 0.151
H -2.717238 -37.951093 -19.360595 -0.193 -0.012 0.011
H -1.926780 -38.997787 -20.495599 -0.317 -0.847 0.082
H -4.592485 -41.041198 -18.631850 0.854 -0.253 0.548
H -4.614952 -39.458062 -19.246026 0.105 0.281 0.078
H -3.782820 -40.649146 -20.161395 -0.071 -0.310 0.012
C -0.486101 -36.583231 -17.242681 -0.636 -0.290 1.915
O 0.008373 -37.683133 -16.872864 -1.012 1.740 -0.696
N -1.660365 -36.039502 -16.789726 2.167 -2.811 0.579
C -2.105674 -34.797304 -17.240817 -0.984 1.931 -1.198
C -2.440652 -36.661290 -15.712592 0.173 -0.502 -0.665
H 0.030946 -35.853625 -17.884974 0.140 -0.567 -0.249
H -2.987245 -34.882399 -17.876175 -0.151 -0.249 -0.145
H -1.358018 -34.300198 -17.858881 0.099 0.104 0.230
H -2.445847 -34.144239 -16.437153 0.451 0.017 0.231
H -3.493157 -36.636309 -15.994937 -0.030 0.187 0.179
H -2.155408 -37.709786 -15.626529 0.157 0.113 0.132
H -2.265183 -36.136976 -14.773222 -0.100 0.005 -0.028
C 1.105003 -37.009870 -13.488297 1.305 0.240 -2.262
O 1.427211 -37.768333 -14.417815 -0.815 -0.026 1.291
N 1.278073 -35.690659 -13.637613 -0.348 1.743 1.153
C 1.023497 -34.765758 -12.470860 0.075 -0.255 -1.374
C 1.764823 -35.022790 -14.881826 -0.147 -0.543 0.914
H 0.729894 -37.270762 -12.486588 -0.027 -0.393 -0.230
H 0.412086 -33.943689 -12.842980 -0.224 -0.061 0.162
H 1.939446 -34.301669 -12.105121 0.163 -0.312 0.009
H 0.505860 -35.283012 -11.663026 0.094 -0.014 -0.152
H 1.086025 -34.215450 -15.156676 -0.156 -0.042 0.091
H 2.731555 -34.566442 -14.669027 0.101 -0.029 -0.050
H 1.864467 -35.722663 -15.711489 -0.081 -0.170 0.309
C 0.838795 -43.262967 -16.802263 -1.344 2.401 -0.125
O 0.965290 -42.053579 -16.619449 0.821 -0.331 0.101
N 0.191255 -43.752827 -17.859479 -0.509 -2.692 -0.718
C -0.167210 -45.176804 -17.855746 0.161 -0.744 -0.425
C -0.263829 -43.073028 -19.103858 0.745 0.828 1.306
H 1.103160 -43.964276 -15.995743 0.010 -0.320 -0.370
H 0.145183 -45.803191 -17.020190 0.116 0.784 0.671
H 0.314990 -45.718575 -18.669428 -0.226 0.282 -0.541
H -1.247627 -45.299385 -17.931705 0.025 0.067 -0.134
H 0.312326 -43.397323 -19.970453 0.150 -0.069 0.158
H -1.317186 -43.243818 -19.326036 -0.005 -0.212 0.393
H -0.104009 -42.014734 -18.897493 -0.017 0.087 -0.371
C 3.981926 -37.246134 -16.671455 -0.976 -0.180 0.147
O 2.887464 -37.752260 -16.864253 -0.152 0.122 -0.463
N 4.436572 -36.205517 -17.358819 0.484 1.026 0.129
C 5.689463 -35.573547 -16.985795 0.900 -0.160 -0.807
C 3.778802 -35.576849 -18.516751 0.075 -0.617 0.383
H 4.654099 -37.612636 -15.880216 0.076 0.105 -0.057
H 5.645926 -34.602665 -16.492250 -0.590 0.000 0.015
H 6.204383 -35.427912 -17.935396 0.407 0.229 0.129
H 6.333323 -36.213325 -16.382275 -0.295 -0.181 0.042
H 2.861379 -36.090206 -18.804667 0.063 -0.102 0.338
H 3.560737 -34.530196 -18.304466 0.058 -0.003 -0.048
H 4.477354 -35.654988 -19.349831 -0.027 0.265 -0.115